Formula: C31H40BHfN13S
Source: the OMol25 dataset
Level of theory: ωB97M-V/def2-TZVPD

Geometry as XYZ:
```
87
Properties=species:S:1:pos:R:3:forces:R:3
Hf 0.10955 -0.19415 0.58860 -0.130 -0.036 -0.962
C 2.86343 -1.20635 -1.13327 0.059 0.032 0.144
N 2.53487 -0.32953 0.02601 -0.151 0.084 0.321
C 3.43094 -0.73620 1.16173 -0.089 -0.003 -0.157
C 2.81822 1.07041 -0.23677 -0.032 -0.047 0.073
C 3.79137 1.49429 -1.11912 0.036 0.036 -0.202
C 4.05104 2.85160 -1.25677 0.000 0.094 -0.007
C 3.31905 3.78861 -0.52745 0.057 -0.023 -0.107
C 2.35407 3.37266 0.36598 -0.062 0.001 -0.138
C 2.12359 2.00264 0.54865 -0.225 0.131 0.360
N 1.19289 1.45864 1.45121 0.278 0.289 0.540
C 0.72017 2.05392 2.57231 0.263 0.061 0.004
C 1.21638 3.24950 3.15451 -0.047 -0.048 -0.026
C 0.53708 3.83826 4.19027 -0.100 0.023 0.085
C -0.62350 3.24447 4.69826 0.008 0.026 0.032
C -1.03749 1.98591 4.24651 -0.098 0.182 0.112
C -0.35555 1.37717 3.22984 0.241 -0.150 0.041
N -0.53194 -0.03588 2.89351 -0.157 0.276 0.067
C 0.47081 -0.77089 3.74941 -0.169 0.014 -0.193
C -1.87357 -0.55098 3.30898 0.210 0.072 0.012
H 3.94375 -1.32294 -1.21149 0.028 -0.024 -0.054
H 2.47527 -0.78296 -2.05289 -0.010 0.007 -0.038
H 2.42546 -2.18620 -0.97355 0.016 -0.051 0.020
H 4.46466 -0.53440 0.88269 0.052 0.007 0.014
H 3.32406 -1.79864 1.34571 0.002 -0.052 -0.001
H 3.19830 -0.16568 2.05739 -0.032 0.035 0.018
H 4.35861 0.78044 -1.70231 -0.018 0.051 0.027
H 4.82267 3.17920 -1.94330 -0.058 -0.005 0.042
H 3.49934 4.84679 -0.66738 0.015 -0.039 -0.007
H 1.74555 4.10215 0.87934 0.044 -0.047 -0.005
H 2.14443 3.67904 2.81177 -0.014 -0.002 -0.045
H 0.90867 4.75779 4.62442 -0.027 -0.045 0.002
H -1.16796 3.72187 5.50340 0.028 -0.010 -0.027
H -1.86763 1.49691 4.73709 0.025 0.056 0.006
H 0.34105 -0.45833 4.78332 0.029 0.017 0.078
H 1.48858 -0.54359 3.43858 0.030 -0.002 -0.030
H 0.26371 -1.83220 3.67474 0.007 -0.054 0.021
H -1.90777 -0.64369 4.39381 -0.054 -0.018 0.025
H -2.02399 -1.53191 2.86968 -0.003 -0.060 -0.014
H -2.65134 0.12929 2.98189 -0.012 0.003 -0.017
C -4.07160 -1.81344 0.28699 -0.092 -0.177 -0.044
C -3.22473 -0.75701 0.54954 0.059 0.219 0.078
N -1.98827 -1.00086 0.08880 0.172 -0.541 0.122
N -2.04660 -2.23088 -0.52311 0.149 0.198 -0.106
C -3.27943 -2.73020 -0.38814 -0.050 -0.072 -0.004
B -0.79822 -2.67702 -1.35584 -0.163 0.201 0.074
N 0.27152 -3.10662 -0.27600 -0.204 0.252 0.052
C 0.85838 -4.29336 -0.15670 0.110 -0.171 0.039
C 1.53368 -4.35008 1.05876 0.017 -0.256 -0.123
C 1.30545 -3.13192 1.64273 -0.080 0.231 0.023
N 0.52881 -2.34898 0.85398 -0.049 -0.260 -0.334
N -0.31878 -1.39556 -2.16269 -0.173 0.103 0.206
C -0.42896 -1.21246 -3.47941 0.207 0.005 -0.162
C -0.05193 0.09292 -3.78833 -0.031 -0.144 -0.223
C 0.25110 0.67006 -2.57538 0.182 -0.004 0.180
N 0.09166 -0.22781 -1.58551 -0.124 -0.282 -0.173
N -0.99966 -3.74977 -2.36420 0.000 -0.113 0.240
C -2.07921 -4.36837 -2.94044 0.145 0.225 0.075
C -1.61381 -5.18284 -3.92683 0.116 -0.069 -0.146
C -0.21297 -5.00399 -3.90457 0.278 -0.016 -0.069
N 0.16709 -4.14104 -2.97816 -0.559 -0.260 -0.195
H -5.11623 -1.90780 0.53897 0.098 0.002 -0.034
H -3.44534 0.18924 1.01649 0.001 -0.037 -0.012
H -3.53145 -3.71020 -0.75838 0.001 0.073 0.002
H 0.77753 -5.02192 -0.94893 -0.018 0.046 0.089
H 2.09571 -5.17870 1.45956 -0.036 0.063 -0.051
H 1.67733 -2.77936 2.58765 -0.009 0.008 -0.003
H -0.75008 -2.01679 -4.12517 0.064 0.067 0.039
H -0.00246 0.54418 -4.76717 -0.023 -0.052 0.085
H 0.58824 1.67122 -2.34829 -0.006 -0.032 -0.009
H -3.09643 -4.17472 -2.64957 0.042 0.015 0.015
H -2.19407 -5.81411 -4.58033 0.063 0.028 0.050
H 0.53188 -5.47309 -4.53424 -0.092 0.045 0.067
C -3.04434 1.00857 -2.39099 -0.011 0.253 -0.024
N -2.52506 2.37139 -2.34383 0.028 -0.184 0.087
C -1.87872 2.96366 -1.34048 -0.227 -0.264 -0.138
S -1.41251 2.19322 0.14394 0.210 0.067 0.278
N -1.64324 4.26476 -1.47092 0.160 0.141 0.188
C -0.98810 5.14436 -0.49851 -0.088 -0.096 -0.172
H -2.72004 0.52529 -3.30856 -0.011 0.018 -0.061
H -4.13240 1.02282 -2.35746 -0.031 0.000 0.031
H -2.65989 0.46112 -1.54493 0.059 -0.053 0.080
H -2.82706 2.97293 -3.09764 0.025 -0.011 -0.060
H -2.00888 4.71262 -2.29827 -0.007 0.075 0.014
H -1.46606 5.07235 0.47412 -0.038 -0.016 0.028
H -1.08710 6.16030 -0.86947 0.014 0.014 0.018
H 0.06842 4.90082 -0.40834 -0.017 -0.018 -0.027
```
Positions in Å, forces in eV/Å.

Values from the calculation:
2S+1 ... 2
Charge ... +3
Frontier orbital gap (spin up / spin down) ... 7.7 / 5.3 eV
Highest occupied orbital energy (spin up / spin down) ... -0.593 / -0.593 Ha

---

Formula: C31H40BrCrN4O13P2S2
Source: the OMol25 dataset
Level of theory: ωB97M-V/def2-TZVPD

Geometry as XYZ:
```
94
Properties=species:S:1:pos:R:3:forces:R:3
Cr 0.88864 -0.56095 -1.77894 -0.405 -0.004 0.274
C 0.80144 2.49345 4.24036 -0.106 -0.065 -0.401
C 0.56624 1.78125 2.91786 0.772 -0.209 0.559
C 0.56454 0.26945 3.06606 -0.100 0.354 -0.202
O -0.71866 2.22635 2.44106 -0.619 0.129 -0.760
P -1.05136 2.07205 0.88546 -0.497 0.803 0.750
O 0.07254 1.68745 0.03986 0.026 -0.024 0.008
C -2.50926 0.94905 0.87986 1.051 -0.142 -0.464
P -2.05036 -0.57005 -0.02704 -1.198 -0.484 0.497
O -1.23626 -0.25515 -1.21994 0.567 -0.007 -0.306
O -1.32636 -1.62545 0.88946 -0.188 0.658 -0.233
C -1.98506 -2.62415 1.70966 -0.237 -0.483 0.550
C -2.87106 -1.96185 2.75266 0.122 -0.060 -0.324
C -0.90426 -3.48255 2.34306 -0.052 0.227 -0.388
O -3.51296 -1.10295 -0.35074 0.587 0.464 0.440
C -3.78326 -2.13205 -1.33014 -0.405 -0.541 -0.551
C -3.96116 -1.49765 -2.69904 0.231 -0.044 0.296
C -5.04266 -2.85915 -0.88454 0.427 0.158 0.022
O -1.62366 3.49055 0.41766 0.090 -0.567 -0.026
C -2.16216 4.48625 1.30176 -0.198 0.562 0.254
C -1.03506 5.42075 1.72046 -0.145 -0.371 -0.057
C -3.25886 5.22595 0.54556 0.249 -0.347 0.160
H 1.75584 2.18975 4.65686 0.144 -0.052 0.071
H 0.00904 2.23135 4.93666 -0.069 -0.027 0.141
H 0.80724 3.57185 4.10746 0.000 0.124 0.000
H 1.31834 2.06565 2.17496 -0.030 0.034 0.116
H -0.26056 -0.03585 3.70696 -0.095 -0.053 0.114
H 1.49694 -0.05785 3.52036 0.098 -0.084 -0.055
H 0.45974 -0.19355 2.08546 0.100 -0.167 0.044
H -3.31786 1.40865 0.31536 -0.031 0.004 -0.107
H -2.85046 0.75415 1.89046 0.036 -0.079 0.109
H -2.59696 -3.24895 1.05036 0.104 0.092 -0.041
H -2.27116 -1.29085 3.36386 0.003 0.100 0.117
H -3.30876 -2.72255 3.39436 -0.036 -0.045 0.045
H -3.67676 -1.41295 2.26926 -0.127 0.074 0.094
H -0.27116 -2.88525 2.99096 0.093 0.162 0.159
H -0.29806 -3.94525 1.57076 0.053 -0.042 -0.046
H -1.37236 -4.27015 2.92666 -0.076 -0.082 0.080
H -2.93676 -2.82955 -1.35144 -0.156 0.162 0.096
H -4.81346 -0.82055 -2.68344 -0.078 0.059 -0.012
H -4.13236 -2.27625 -3.43744 -0.014 -0.045 -0.105
H -3.06616 -0.94645 -2.97674 0.060 0.053 -0.119
H -5.86856 -2.15505 -0.80964 -0.086 0.052 0.001
H -4.89516 -3.34175 0.07846 -0.030 -0.060 0.099
H -5.28376 -3.61785 -1.62264 -0.063 -0.121 -0.048
H -2.58026 3.98555 2.18236 0.016 0.058 -0.062
H -0.64516 5.93515 0.84566 0.025 0.104 -0.076
H -0.22826 4.84405 2.16376 0.085 0.012 0.116
H -1.39096 6.14905 2.44376 -0.038 0.107 0.058
H -2.82546 5.76615 -0.29224 0.030 0.080 -0.099
H -3.75396 5.93465 1.20426 -0.043 0.071 0.041
H -3.99346 4.52355 0.16086 -0.132 -0.034 -0.010
N 3.22574 -3.05985 -1.77964 -0.023 -0.160 0.054
C 3.49804 -1.95315 -2.47584 0.637 -0.255 -0.203
N 2.67424 -0.94935 -2.63274 -0.283 -0.138 0.097
C 3.18344 0.02985 -3.45374 1.002 -0.187 -0.432
C 4.42594 -0.22025 -3.93474 -0.508 -0.008 0.206
S 5.00444 -1.73835 -3.33674 -0.476 0.018 0.161
C 2.32364 1.17665 -3.61214 0.370 0.975 -0.761
C 2.53104 2.32245 -4.30904 -0.236 -0.554 0.358
S 1.18854 3.38765 -4.09434 -0.155 -0.320 0.294
C 0.42754 2.19485 -3.07014 -0.190 0.689 -0.503
N 1.13974 1.11695 -2.91414 -0.247 -0.347 0.045
N -0.82866 2.35005 -2.61174 -0.112 -0.047 0.074
H 2.38024 -3.04435 -1.21004 0.080 0.015 -0.024
H 3.96874 -3.69225 -1.52954 -0.120 0.124 -0.036
H 5.03884 0.37425 -4.57884 0.088 0.208 -0.108
H 3.37434 2.61085 -4.90394 0.158 -0.002 -0.048
H -1.14286 3.28205 -2.39154 0.080 -0.046 -0.026
H -1.08716 1.63765 -1.93754 -0.057 0.021 -0.053
O -2.45456 -5.53145 -2.68204 0.670 0.733 0.081
C -1.64316 -4.63195 -2.58704 -0.797 -0.936 -0.108
C -1.40176 -3.54265 -3.61554 -0.088 0.468 -0.893
O -1.88556 -3.47775 -4.73074 0.159 -0.116 0.601
C -0.51016 -2.58525 -2.94804 -0.152 -1.302 1.240
C -0.14116 -3.06785 -1.66704 -0.920 -0.114 -1.434
O 0.63544 -2.32925 -0.96424 0.626 -0.215 0.509
C -0.75766 -4.35735 -1.38944 0.442 -0.074 0.746
O -0.63566 -5.05805 -0.39294 -0.145 0.231 -0.507
O -0.06086 -1.45755 -3.31554 0.779 1.183 -0.005
Br 2.93864 -2.12365 1.40646 0.399 -0.311 0.652
C 4.11764 -0.64465 1.63976 -0.211 -0.196 -0.062
C 5.15364 -0.79185 2.55006 -0.069 -0.088 0.023
C 6.03444 0.25165 2.75936 0.004 -0.024 -0.024
C 5.88074 1.43975 2.06226 0.004 0.077 0.017
C 4.86154 1.56815 1.14126 -0.070 -0.046 -0.031
C 3.96714 0.52685 0.90936 -0.208 -0.100 0.013
C 2.95354 0.69185 -0.19724 0.905 0.983 -0.630
O 3.17664 1.52695 -1.07264 0.169 -0.008 0.552
O 1.96264 -0.09935 -0.17724 -1.430 -0.718 -0.780
H 5.26624 -1.72525 3.07876 0.001 -0.074 0.061
H 6.84764 0.12745 3.45656 0.091 0.006 0.121
H 6.56304 2.25805 2.22566 0.107 0.109 0.031
H 4.73534 2.46795 0.55986 0.011 0.082 -0.080
```
Positions in Å, forces in eV/Å.

Values from the calculation:
2S+1 ... 2
Frontier orbital gap (spin up / spin down) ... 6.7 / 7.3 eV
Highest occupied orbital energy (spin up / spin down) ... -0.273 / -0.273 Ha

---

Energy above the lowest of the compared OMol25 structures with the same formula, charge and spin per entry: 10.37, 26.33 kcal/mol